# 1
DFT (ωB97M-V/def2-TZVPD) results for C24H24BrCl2CoN5O2P as an isolated structure.

```
! wB97M-V def2-TZVPD RIJCOSX def2/J DEFGRID3
* xyz 2 1
Co 0.67 0.95 0.58
N -1.96 0.97 -0.54
P -1.20 -0.16 0.45
C -2.05 -0.30 2.01
C -1.89 0.67 3.01
C -2.63 0.60 4.18
C -3.55 -0.43 4.36
C -3.74 -1.38 3.36
C -3.00 -1.32 2.19
C -1.14 -1.71 -0.40
C -1.20 -1.74 -1.79
C -1.03 -2.94 -2.45
C -0.78 -4.10 -1.73
C -0.70 -4.07 -0.35
C -0.88 -2.88 0.33
C -1.71 2.30 -0.22
C -2.52 3.34 -0.65
C -2.20 4.62 -0.26
C -1.09 4.85 0.56
C -0.33 3.77 0.93
N -0.61 2.51 0.54
H -2.83 0.76 -1.01
H -1.24 1.52 2.85
H -2.50 1.35 4.95
H -4.12 -0.49 5.27
H -4.47 -2.17 3.50
H -3.16 -2.07 1.42
H -1.38 -0.84 -2.36
H -1.09 -2.97 -3.53
H -0.64 -5.04 -2.26
H -0.50 -4.98 0.21
H -0.82 -2.86 1.41
H -3.38 3.14 -1.27
H -2.82 5.45 -0.58
H -0.83 5.84 0.90
H 0.54 3.89 1.56
Br 1.24 -1.87 -5.64
C 2.45 -1.85 -4.19
C 3.71 -2.41 -4.31
N 4.59 -2.43 -3.31
C 4.23 -1.91 -2.15
C 2.98 -1.33 -1.93
C 2.07 -1.29 -2.99
C 2.65 -0.79 -0.59
O 3.41 -0.86 0.36
O 1.43 -0.29 -0.50
H 4.03 -2.85 -5.25
H 4.95 -1.96 -1.34
H 1.10 -0.84 -2.86
Cl 2.66 2.38 0.44
C 2.69 3.21 -1.19
Cl 1.37 2.70 -2.22
H 3.64 2.92 -1.63
H 2.63 4.27 -0.99
N 2.47 0.30 2.74
N 1.16 0.12 2.22
H 3.14 0.03 2.01
H 2.58 1.23 3.11
H 0.51 0.35 2.97
H 1.05 -0.89 2.07
*
```

Properties
Energy relative to the best compared isomer or geometry (same formula, charge and spin): 1.215 eV
HOMO level (spin up / spin down): -13.79 / -13.79 eV
Frontier orbital gap (spin up / spin down): 6.249 / 6.200 eV
LUMO level (spin up / spin down): -7.540 / -7.589 eV

=====

# 2
DFT (ωB97M-V/def2-TZVPD) results for C43H40N10O2S3SeSr as an isolated structure.

```
! wB97M-V def2-TZVPD RIJCOSX def2/J DEFGRID3
* xyz 0 1
Sr -0.52 -0.56 -0.76
C 4.17 3.32 -5.56
C 3.52 2.46 -4.51
C 4.22 1.93 -3.46
C 3.58 1.13 -2.48
C 4.31 0.69 -1.35
N 3.76 0.05 -0.36
C 4.40 -0.41 0.85
C 4.27 -1.93 1.01
C 2.81 -2.34 1.22
N 2.69 -3.79 1.35
C 2.35 -4.74 0.49
C 1.65 -4.78 -0.71
C 1.78 -6.00 -1.46
C 1.11 -6.22 -2.61
C 1.26 -7.48 -3.42
C 0.17 -5.23 -3.01
C -0.06 -4.06 -2.35
C -1.21 -3.29 -2.87
N -1.66 -2.16 -2.50
C -2.88 -1.67 -3.12
C -2.69 -0.43 -4.00
C -2.25 0.87 -3.32
N -0.84 0.85 -2.98
C -0.02 1.38 -3.79
C 1.44 1.46 -3.64
C 2.13 2.22 -4.55
C 2.18 0.82 -2.58
O 1.65 0.01 -1.76
C 0.74 -3.75 -1.16
O 0.58 -2.70 -0.51
H 5.25 3.37 -5.42
H 3.78 4.34 -5.54
H 3.99 2.92 -6.56
H 5.28 2.12 -3.36
H 5.37 0.92 -1.28
H 2.75 -0.11 -0.51
H 3.93 0.10 1.70
H 5.45 -0.11 0.83
H 4.88 -2.23 1.87
H 4.68 -2.43 0.13
H 2.18 -2.03 0.39
H 2.41 -1.89 2.13
H 3.11 -4.14 2.20
H 2.70 -5.71 0.84
H 2.47 -6.75 -1.08
H 2.05 -8.11 -3.02
H 1.50 -7.25 -4.46
H 0.33 -8.06 -3.42
H -0.43 -5.46 -3.89
H -1.75 -3.84 -3.65
H -3.58 -1.44 -2.31
H -3.33 -2.46 -3.73
H -3.66 -0.24 -4.46
H -2.00 -0.67 -4.81
H -2.83 1.00 -2.41
H -2.47 1.72 -3.97
H -0.39 1.89 -4.69
H 1.56 2.69 -5.35
S -6.86 -0.86 -0.14
C -5.48 -0.83 0.79
S -4.08 -1.80 0.42
C -3.19 -1.05 1.72
N -3.89 -0.23 2.42
N -5.18 -0.12 1.89
C -6.01 0.86 2.51
C -7.35 0.60 2.73
C -8.14 1.57 3.34
C -7.58 2.78 3.72
C -6.23 3.02 3.50
C -5.44 2.06 2.89
S -1.53 -1.48 1.93
H -7.78 -0.35 2.42
H -9.19 1.37 3.51
H -8.20 3.54 4.19
H -5.79 3.96 3.80
H -4.38 2.23 2.73
N 2.07 4.76 8.88
C 1.90 4.42 7.79
C 1.70 3.98 6.45
C 2.55 4.44 5.44
C 2.37 4.00 4.14
C 1.34 3.12 3.85
C 0.47 2.68 4.84
C 0.66 3.10 6.14
N 1.16 2.66 2.53
C 1.29 3.39 1.36
C 0.97 2.53 0.35
N 0.70 1.29 0.87
C 0.80 1.40 2.17
H 3.35 5.12 5.68
H 3.04 4.33 3.35
H -0.38 2.07 4.57
H -0.01 2.78 6.92
H 1.49 4.44 1.37
H 0.90 2.74 -0.70
H 0.56 0.63 2.88
Se -2.54 1.99 -0.05
C -2.13 2.36 1.69
N -1.86 2.65 2.78
*
```

Properties
Energy relative to the best compared isomer or geometry (same formula, charge and spin): 0.332 eV
HOMO level: -6.42 eV
Frontier orbital gap: 5.138 eV
LUMO level: -1.280 eV

=====

# 3
DFT (ωB97M-V/def2-TZVPD) results for a 7-piece molecular cluster, C14H20Cl8F2O9 overall.

```
! wB97M-V def2-TZVPD RIJCOSX def2/J DEFGRID3
* xyz 0 1
C -31.69 8.09 -11.74
C -30.57 7.52 -10.87
C -29.22 7.23 -11.53
O -28.22 8.05 -10.97
C -28.77 8.60 -9.84
O -28.15 9.21 -8.96
O -30.15 8.38 -9.84
H -31.41 9.11 -12.02
H -32.55 8.24 -11.09
H -31.90 7.40 -12.55
H -30.87 6.57 -10.43
H -29.36 7.47 -12.59
H -28.99 6.17 -11.50
C -24.63 -0.13 -15.07
Cl -24.33 -0.33 -13.31
Cl -24.56 1.61 -15.58
H -23.96 -0.66 -15.75
H -25.64 -0.47 -15.30
C -23.88 3.80 -7.12
Cl -22.80 4.63 -5.99
Cl -25.02 2.60 -6.28
H -24.40 4.47 -7.80
H -23.23 3.23 -7.78
C -15.89 4.78 -11.34
Cl -17.49 4.16 -10.77
Cl -16.11 6.27 -12.30
H -15.28 4.92 -10.45
H -15.53 3.97 -11.98
C -22.07 -1.64 -2.05
Cl -23.70 -1.84 -1.43
Cl -21.01 -1.86 -0.59
H -21.93 -2.30 -2.91
H -21.95 -0.60 -2.36
C -16.68 3.72 -0.42
C -15.96 3.63 -1.77
O -15.12 2.62 -1.43
C -14.84 2.64 -0.10
O -14.01 1.95 0.50
O -15.76 3.27 0.51
F -15.18 4.67 -2.01
H -17.56 3.09 -0.31
H -17.03 4.76 -0.33
H -16.73 3.46 -2.51
C -30.12 6.66 0.31
C -28.92 5.89 -0.25
O -27.89 6.55 0.44
C -28.32 7.02 1.63
O -27.61 7.25 2.60
O -29.68 7.02 1.58
F -28.67 5.92 -1.56
H -31.01 6.07 0.51
H -30.46 7.52 -0.27
H -28.78 4.85 0.04
*
```

Properties
Energy relative to the best compared isomer or geometry (same formula, charge and spin): 1.698 eV
SMILES string: O=C1OC[C@@H](F)O1.O=C1OC[C@@H](F)O1.C[C@H]1COC(=O)O1.ClCCl.ClCCl.ClCCl.ClCCl
HOMO level: -10.88 eV
Frontier orbital gap: 11.049 eV
LUMO level: 0.172 eV

=====

# 4
DFT (ωB97M-V/def2-TZVPD) results for one molecule with the formula C5H6OS.

```
! wB97M-V def2-TZVPD RIJCOSX def2/J DEFGRID3
* xyz 0 1
C 0.89 0.09 0.05
C 0.56 -1.17 -0.13
C 0.91 1.50 0.14
C -0.56 -2.17 -0.22
C -0.59 2.02 0.21
O 1.88 2.13 0.04
S 2.29 -1.26 -0.17
H -1.00 -2.39 0.75
H -0.24 -3.22 -0.38
H -1.28 -1.70 -0.85
H -0.99 1.41 -0.64
H -0.78 3.09 -0.02
H -1.08 1.67 1.20
*
```

Properties
Energy relative to the best compared isomer or geometry (same formula, charge and spin): 2.930 eV
SMILES string: CC(=O)C1=C(C)S1
HOMO level: -8.00 eV
Frontier orbital gap: 8.086 eV
LUMO level: 0.082 eV

=====

# 5
DFT (ωB97M-V/def2-TZVPD) results for C28H54As2IrN5Si2 as an isolated structure.

```
! wB97M-V def2-TZVPD RIJCOSX def2/J DEFGRID3
* xyz 3 2
Ir 0.82 0.89 -0.46
N 2.27 -2.17 3.07
C 2.20 -0.90 2.25
C 3.57 -0.62 1.65
C 3.63 0.74 0.94
N 2.88 0.76 -0.37
C 3.14 1.87 1.84
C 1.78 1.60 2.48
N 0.69 1.76 1.48
C 1.74 0.23 3.16
H 2.56 -2.97 2.50
H 1.35 -2.40 3.47
H 2.93 -2.09 3.85
H 1.47 -1.11 1.47
H 3.88 -1.42 0.97
H 4.31 -0.57 2.45
H 4.67 0.91 0.69
H 3.19 -0.03 -0.94
H 3.22 1.58 -0.88
H 3.11 2.81 1.28
H 3.88 2.02 2.63
H 1.61 2.34 3.27
H 0.62 2.76 1.29
H -0.21 1.53 1.93
H 0.74 0.04 3.55
H 2.42 0.29 4.02
C 2.83 2.82 -3.54
Si 1.08 2.25 -3.22
C 0.44 3.41 -1.89
C 0.02 2.26 -4.73
N 1.03 0.55 -2.49
C 1.28 -0.52 -3.19
C 1.80 -0.44 -4.54
C 1.68 -1.47 -5.40
C 1.01 -2.70 -5.00
C 0.68 -2.90 -3.72
C 0.99 -1.91 -2.67
N 1.13 -2.18 -1.43
Si 0.95 -3.92 -0.90
C -0.85 -4.41 -1.01
C 2.14 -4.92 -1.93
C 1.52 -4.20 0.86
H 2.80 3.91 -3.62
H 3.26 2.46 -4.48
H 3.55 2.59 -2.75
H 0.08 4.28 -2.45
H 1.23 3.79 -1.24
H -0.42 3.10 -1.28
H 0.04 3.26 -5.17
H -1.02 2.03 -4.50
H 0.36 1.56 -5.49
H 2.26 0.48 -4.87
H 2.07 -1.38 -6.40
H 0.83 -3.46 -5.75
H 0.25 -3.84 -3.42
H -1.46 -3.70 -1.57
H -1.28 -4.49 -0.01
H -0.96 -5.39 -1.49
H 2.18 -4.67 -2.99
H 1.86 -5.98 -1.86
H 3.15 -4.84 -1.53
H 2.57 -3.94 1.02
H 1.47 -5.29 0.99
H 0.90 -3.78 1.64
C -1.93 1.13 -0.53
As -3.00 -0.47 0.01
C -1.87 -1.13 1.51
C -4.42 0.41 1.00
C -5.68 0.05 0.52
C -6.84 0.56 1.07
C -6.76 1.46 2.12
C -5.51 1.83 2.61
C -4.33 1.32 2.06
As -2.65 1.91 2.87
C -2.93 3.84 2.92
C -3.02 1.46 4.74
H -2.42 1.62 -1.38
H -0.97 0.86 -1.08
H -1.82 1.86 0.27
H -1.71 -2.19 1.40
H -2.28 -0.89 2.49
H -0.91 -0.63 1.40
H -5.76 -0.65 -0.31
H -7.81 0.26 0.68
H -7.65 1.87 2.56
H -5.47 2.53 3.43
H -3.86 4.09 3.43
H -2.96 4.23 1.91
H -2.10 4.30 3.46
H -3.86 2.04 5.11
H -2.14 1.67 5.35
H -3.27 0.40 4.81
*
```

Properties
Energy relative to the best compared isomer or geometry (same formula, charge and spin): 1.205 eV
⟨S²⟩: 0.752
HOMO level (spin up / spin down): -15.49 / -15.48 eV
Frontier orbital gap (spin up / spin down): 6.382 / 5.917 eV
LUMO level (spin up / spin down): -9.104 / -9.568 eV

=====

# 6
DFT (ωB97M-V/def2-TZVPD) results for C5H4O2 as an isolated structure.

```
! wB97M-V def2-TZVPD RIJCOSX def2/J DEFGRID3
* xyz 0 1
C 0.81 -0.37 -0.18
C 0.40 0.76 0.66
C -0.70 -0.85 0.20
C -1.40 0.14 -0.71
C -0.56 1.28 -0.37
H 0.75 1.65 1.18
H -1.30 -1.76 0.07
H -2.06 0.14 -1.75
H -0.29 2.39 -0.70
O 1.73 -0.68 -0.95
O -0.28 -0.35 1.40
*
```

Properties
Energy relative to the best compared isomer or geometry (same formula, charge and spin): 5.006 eV
HOMO level: -9.44 eV
Frontier orbital gap: 9.998 eV
LUMO level: 0.557 eV

=====

# 7
DFT (ωB97M-V/def2-TZVPD) results for a 2-piece molecular cluster, C13H8Cl2F4N2O4S overall.

```
! wB97M-V def2-TZVPD RIJCOSX def2/J DEFGRID3
* xyz 0 1
F -0.53 -0.53 4.95
C -0.05 -1.13 3.83
F 0.91 -2.01 4.20
F -1.06 -1.82 3.25
S 0.69 0.18 2.68
C 0.95 -0.70 1.18
C 1.95 -0.26 0.29
C 2.52 -1.18 -0.66
C 3.38 -0.75 -1.64
C 3.77 0.61 -1.71
N 4.53 1.08 -2.81
O 4.81 2.30 -2.86
O 4.89 0.26 -3.69
C 3.30 1.52 -0.73
C 2.45 1.09 0.27
O -0.33 1.20 2.56
O 1.97 0.44 3.29
H 0.69 -1.76 1.22
H 2.28 -2.24 -0.54
H 3.77 -1.44 -2.39
H 3.63 2.55 -0.79
H 2.19 1.80 1.06
Cl -1.37 0.78 -2.41
C -2.82 0.39 -1.63
N -2.78 -0.22 -0.41
F -1.44 -0.42 0.24
C -3.90 -0.51 0.28
Cl -3.76 -1.22 1.81
C -5.14 -0.24 -0.27
C -5.22 0.35 -1.53
C -4.05 0.67 -2.21
H -6.01 -0.50 0.32
H -6.19 0.57 -1.97
H -4.05 1.14 -3.18
*
```

Properties
HOMO level: -6.74 eV
Frontier orbital gap: 4.586 eV
LUMO level: -2.157 eV